[1]
The following is a quantum chemistry calculation of a structure of composition C8H15N2S, from the Open Molecules 2025 dataset.

Last column: Mulliken charge in e.
Geometry (Å):
S 3.69856 0.60813 0.34192  -0.34
C 4.17619 -0.52034 1.67718  -0.68
C 3.84481 2.14969 1.28356  -0.67
C 3.30607 -0.35851 2.91954  -0.34
C 2.99544 2.14439 2.55055  -0.35
C 3.41758 1.04240 3.52425  -0.68
H 4.08770 -1.53967 1.25460  0.38
H 5.24136 -0.35057 1.92629  0.42
H 3.52990 2.95471 0.59203  0.38
H 4.91018 2.31783 1.53291  0.42
H 2.25263 -0.56469 2.64897  0.12
H 3.61370 -1.11024 3.67167  0.34
H 3.08748 3.12974 3.04660  0.34
H 1.93349 2.00676 2.26988  0.13
H 4.46824 1.21727 3.82588  0.37
H 2.79186 1.09911 4.43568  0.31
C 0.20333 0.26715 1.19629  -0.09
C -0.99484 0.01384 0.58301  -0.71
C 0.58954 0.00236 -0.97825  -0.18
N 1.15499 0.25267 0.20659  0.09
N -0.71972 -0.14366 -0.75300  -0.08
H 0.44629 0.45313 2.24247  0.33
H -2.00350 -0.06478 0.98861  0.39
H 1.09703 -0.06878 -1.94028  0.41
H 2.16956 0.41133 0.34356  0.41
H -1.41674 -0.34683 -1.49204  0.26

Its orbital gap is 10.2 eV. The total charge is +1. For the energy, the calculation gives -22348.24105 eV. The LUMO energy is -0.0911 hartree. The value obtained for the relative energy (zero: lowest compared OMol25 entry of this formula, charge and spin) is 0.0 kJ/mol. Its spin multiplicity is 1.

[2]
The following is a quantum chemistry calculation of a cluster of 2 separate species, C9H12F3NO2 in total, from the Open Molecules 2025 dataset.

Last column: Mulliken spin population.
Geometry (Å):
C -2.26199 -1.49637 1.06436  0.06
C -1.96406 -2.81963 0.94183  -0.04
C -1.32997 -1.82822 -0.93294  0.24
C -1.86978 -0.85071 -0.18429  0.07
C 1.85269 -0.39244 -0.69776  0.00
C 1.02000 -0.19470 0.57169  -0.13
C 0.30530 1.10944 0.58022  0.87
C -1.91677 0.53081 -0.41466  0.46
C -2.81855 1.47594 0.20323  0.05
N 0.39504 2.02521 -0.40608  0.18
O -1.36268 -2.99971 -0.26720  0.03
O -1.41933 0.88138 -1.70808  0.05
F -3.05267 1.39850 1.53021  0.01
F -4.14356 1.38984 -0.25201  0.03
F -2.43613 2.75559 0.02108  0.00
H -2.60518 -0.98355 2.01373  0.00
H -2.01507 -3.69060 1.48176  0.00
H -0.93108 -1.78411 -1.93330  0.01
H 2.15110 -1.38784 -0.91793  0.00
H 1.14802 -0.06193 -1.50709  0.00
H 2.76229 0.25826 -0.67875  0.00
H 0.21348 -0.98894 0.43988  0.06
H 1.65233 -0.58347 1.39884  0.05
H -0.36628 1.12653 1.41134  0.01
H 0.77727 1.67910 -1.24792  0.00
H -0.26636 2.75800 -0.40228  -0.02
H -2.05140 1.51691 -2.21411  0.01

Its orbital gap (alpha / beta) is 5.5 / 8.4 eV. The total charge is 0. For the energy, the calculation gives -23259.92466 eV. The LUMO energy (alpha / beta) is 0.0185 / -0.0366 hartree. Its spin multiplicity is 3.

[3]
The following is a quantum chemistry calculation of the ion C5H10N3 with charge +1, from the Open Molecules 2025 dataset.

Last column: Mulliken spin population.
Geometry (Å):
C 0.01169 -1.55859 0.06118  0.64
C -2.26309 -0.21211 -0.55693  0.07
C -0.00465 1.05518 -0.16852  0.01
C 2.07334 -0.50461 0.00012  0.10
C -0.82404 -0.28288 0.06809  0.03
N 1.27112 -1.55035 0.09483  0.85
N -2.00127 -0.31865 0.85679  0.10
N 1.36720 0.92019 0.36398  0.09
H -0.53423 -2.56082 0.00388  0.10
H -2.43509 0.73189 -1.04160  0.01
H -2.64577 -1.16343 -1.07021  -0.01
H 0.05912 1.06368 -1.28538  -0.01
H -0.55973 1.95022 0.23609  0.01
H 2.96795 -0.48098 0.66208  0.02
H 2.20874 -0.28585 -1.04562  -0.01
H -2.23232 0.41778 1.50927  0.00
H 1.99386 1.69398 -0.10810  0.00
H 1.54717 1.08534 1.42005  -0.01

Its orbital gap (alpha / beta) is 6.0 / 6.2 eV. The total charge is +1. For the energy, the calculation gives -9803.71763 eV. The LUMO energy (alpha / beta) is -0.1360 / -0.2678 hartree. The value obtained for the relative energy (zero: lowest compared OMol25 entry of this formula, charge and spin) is 383.1 kJ/mol. Its spin multiplicity is 3.

[4]
The following is a quantum chemistry calculation of a structure of composition C22H17CrN4O5, from the Open Molecules 2025 dataset.

Last column: Mulliken spin population.
Geometry (Å):
Cr -0.36476 -1.33877 -1.17644  3.75
C -1.55498 2.80519 -1.65987  0.00
C -1.47672 1.32211 -1.51534  0.18
N -0.38386 0.63881 -1.59037  -0.12
N 0.81071 1.23014 -1.86423  -0.01
C 1.71389 0.26311 -2.01981  -0.02
O 1.48032 -0.98030 -2.00287  0.01
C 3.12223 0.72397 -2.24501  0.01
C 3.44777 2.07598 -2.30034  0.00
C 4.75986 2.46627 -2.51920  0.00
C 5.75415 1.50908 -2.68142  0.00
C 5.43277 0.16083 -2.62030  0.00
C 4.11918 -0.23092 -2.40260  0.00
C -2.67259 0.49325 -1.29463  0.01
C -3.94251 1.03201 -1.09001  0.01
C -5.01003 0.17510 -0.90108  0.01
C -4.79374 -1.19662 -0.91421  0.02
C -3.50508 -1.65716 -1.11914  0.02
N -2.47651 -0.83816 -1.31890  0.01
H -0.55106 3.20183 -1.78315  0.00
H -2.00959 3.26013 -0.77640  0.00
H -2.15777 3.09411 -2.52530  0.01
H 2.66376 2.80694 -2.16384  0.00
H 5.00841 3.51982 -2.55961  0.00
H 6.77942 1.81579 -2.85154  0.00
H 6.20542 -0.58874 -2.73896  0.00
H 3.84434 -1.27532 -2.34481  0.00
H -4.07846 2.10425 -1.07239  0.01
H -6.00363 0.57332 -0.73718  0.00
H -5.60303 -1.89757 -0.76576  0.00
H -3.25626 -2.71170 -1.12681  0.00
O -0.84691 -5.67161 -1.85447  0.03
C -0.69200 -4.49910 -1.65511  0.08
N -0.55013 -3.34170 -1.45828  -0.04
O 1.44856 1.00687 3.61259  0.00
C 0.50463 0.11374 4.02631  0.00
C 0.20399 0.01916 5.38580  0.00
C -0.75560 -0.86642 5.84284  0.00
C -1.43478 -1.66923 4.93802  0.00
C -1.13322 -1.56359 3.58963  0.01
C -0.16718 -0.68864 3.09820  0.00
C 0.09958 -0.66933 1.59298  -0.01
O 1.07726 -0.07738 1.14481  0.00
O -0.77552 -1.29968 0.90470  0.03
H 1.78171 1.45903 4.39498  0.00
H 0.73735 0.65620 6.08550  0.00
H -0.96814 -0.92352 6.90379  0.00
H -2.18774 -2.37001 5.27469  0.00
H -1.64348 -2.17157 2.85453  0.00

Its orbital gap (alpha / beta) is 6.4 / 7.6 eV. The total charge is -1. For the energy, the calculation gives -67714.27653 eV. The LUMO energy (alpha / beta) is 0.0946 / 0.0837 hartree. Its spin multiplicity is 5.